No. 1
Here is a molecular structure, C31H32N2P2S2TeZn from the Open Molecules 2025 dataset. Energies are from ωB97M-V with the def2-TZVPD basis set.

Each line ends with the Mulliken charge.
Geometry (Å):
Zn (-0.10484, -0.03795, 0.37957)  -0.57
S (0.38695, 2.33786, 0.18863)  -0.74
P (2.10130, 1.37681, -0.30212)  0.46
C (1.73483, -0.28515, -0.16208)  0.65
P (2.52587, -1.62234, 0.57710)  1.32
S (1.22376, -3.01921, 1.15837)  -0.50
C (3.69415, -2.35686, -0.62439)  0.04
C (4.63659, -3.31407, -0.24188)  -0.33
C (5.41686, -3.95294, -1.19341)  -0.70
C (5.25715, -3.65119, -2.54320)  -0.45
C (4.31232, -2.71386, -2.93370)  -0.70
C (3.52917, -2.07293, -1.97629)  -0.30
C (3.62819, -1.21637, 1.97820)  0.09
C (4.96959, -0.89994, 1.78431)  -0.06
C (5.78576, -0.57562, 2.86356)  -0.82
C (5.26265, -0.55296, 4.14626)  -0.48
C (3.91973, -0.85891, 4.35069)  -0.66
C (3.10999, -1.19464, 3.27329)  -0.49
C (3.40541, 2.14722, 0.71846)  0.93
C (4.35816, 3.02243, 0.19548)  -0.39
C (5.21954, 3.71407, 1.04272)  -0.77
C (5.12607, 3.55051, 2.41610)  -0.58
C (4.16233, 2.70057, 2.94506)  -0.68
C (3.30632, 2.01113, 2.10280)  -0.54
C (2.62836, 1.70176, -2.02472)  0.07
C (3.88783, 1.27193, -2.44484)  -0.08
C (4.26239, 1.37361, -3.77728)  -0.74
C (3.37663, 1.90126, -4.70999)  -0.59
C (2.11926, 2.32465, -4.30226)  -0.55
C (1.74572, 2.22674, -2.96401)  -0.61
H (4.75295, -3.56382, 0.80602)  0.43
H (6.14551, -4.69340, -0.88647)  0.39
H (5.86323, -4.15563, -3.28657)  0.38
H (4.17967, -2.47958, -3.98406)  0.42
H (2.78074, -1.34367, -2.26824)  0.50
H (5.38557, -0.90516, 0.78419)  0.38
H (6.82911, -0.33438, 2.69786)  0.40
H (5.89846, -0.29989, 4.98739)  0.41
H (3.50831, -0.84750, 5.35335)  0.38
H (2.07321, -1.46751, 3.42605)  0.39
H (4.42661, 3.17938, -0.87133)  0.38
H (5.95568, 4.39004, 0.62489)  0.42
H (5.79066, 4.09714, 3.07514)  0.40
H (4.07709, 2.57325, 4.01689)  0.44
H (2.53931, 1.37558, 2.52158)  0.30
H (4.57949, 0.84193, -1.72767)  0.47
H (5.24288, 1.03305, -4.08881)  0.44
H (3.66799, 1.98001, -5.75067)  0.38
H (1.42452, 2.73443, -5.02643)  0.40
H (0.76612, 2.55895, -2.64009)  0.37
C (-3.70158, 3.34999, -0.74023)  -1.02
Te (-2.68104, 1.56338, -1.23912)  0.32
C (-4.47461, 0.42206, -1.32922)  -1.06
H (-4.21027, 3.22334, 0.21376)  0.32
H (-4.41246, 3.57943, -1.53336)  0.31
H (-2.95957, 4.14695, -0.66404)  0.29
H (-5.14892, 0.86832, -2.06169)  0.40
H (-4.95281, 0.39465, -0.34776)  0.28
H (-4.21347, -0.59196, -1.64301)  0.24
C (-4.67840, -2.72207, 1.77636)  -0.87
N (-3.47902, -2.34254, 1.03101)  0.22
C (-2.89766, -3.04980, -0.00571)  -0.42
C (-1.78935, -2.35434, -0.36526)  -0.68
N (-1.70001, -1.22889, 0.42830)  0.23
C (-2.72152, -1.25568, 1.25686)  -0.27
H (-5.11407, -3.59742, 1.30561)  0.29
H (-5.40567, -1.91401, 1.75689)  0.33
H (-4.43077, -2.96382, 2.80710)  0.34
H (-3.31340, -3.97645, -0.36979)  0.44
H (-1.04325, -2.58508, -1.10873)  0.52
H (-2.95359, -0.50991, 2.00268)  0.48

Values from the calculation:
LUMO energy   0.001 hartree
Highest occupied orbital energy   -0.2550 Eh
E_tot   -131606.8472 eV
Molar mass   751.68 g/mol

---

No. 2
Here is 2 unconnected molecules or ions with the total composition C11H11N in a non-equilibrium geometry from the Open Molecules 2025 dataset. Energies are from ωB97M-V with the def2-TZVPD basis set.

Each line ends with the Mulliken charge.
Geometry (Å):
C (3.27298, 0.79972, 1.10498)  0.02
C (2.65297, 0.22998, 0.07199)  -0.62
C (3.46833, -0.59533, -0.78432)  -0.12
C (4.83369, -0.89125, -0.39654)  -0.48
C (5.25073, -0.16137, 0.55350)  0.08
C (4.54129, 0.64846, 1.35606)  -0.62
H (2.75618, 1.39720, 1.85073)  0.31
H (1.52127, 0.22094, -0.04876)  0.30
H (3.16163, -0.98586, -1.75010)  0.35
H (5.60212, -1.43439, -1.22199)  0.20
H (6.33767, -0.20444, 0.75942)  0.24
H (4.99619, 1.28374, 2.09669)  0.34
C (-4.99510, -0.90140, -0.42434)  -0.09
C (-4.88144, 0.08399, -1.36489)  -0.49
C (-3.83465, 0.95805, -1.26513)  -0.04
N (-2.91611, 0.90050, -0.24581)  -0.58
C (-3.20743, -0.02481, 0.70460)  -0.11
C (-4.20029, -0.92822, 0.74299)  -0.24
H (-5.62541, -1.81614, -0.47161)  0.30
H (-5.32156, 0.06455, -2.39345)  0.28
H (-3.57889, 1.75268, -2.02382)  0.34
H (-2.61132, -0.14504, 1.54683)  0.37
H (-4.23159, -1.74366, 1.58326)  0.27

Values from the calculation:
LUMO energy   0.031 hartree
Highest occupied orbital energy   -0.3323 Eh
Structure (SMILES)   c1ccccc1.c1ccncc1
E_tot   -13072.4314 eV
Molar mass   157.22 g/mol
ΔE to the lowest compared entry with this formula, charge and spin   79.5 kcal per mole

---

No. 3
Here is a gas-phase ion, C5H13N3 (charge +2) in a non-equilibrium geometry from the Open Molecules 2025 dataset. Energies are from ωB97M-V with the def2-TZVPD basis set.

Each line ends with the Mulliken charge.
Geometry (Å):
C (-1.95653, -0.19669, -1.25423)  -1.02
C (-0.75283, -0.64487, -0.73823)  0.86
C (-0.53883, -2.02221, -0.07093)  -1.73
C (0.36213, 0.42577, -0.60307)  -0.49
N (1.65928, -0.17963, -0.90002)  -0.26
C (0.37979, 1.21209, 0.95879)  0.69
N (1.43776, 1.13494, 1.71925)  -0.29
N (-0.92874, 1.49738, 1.22089)  -0.19
H (-2.04278, 0.89566, -1.46472)  0.24
H (-2.85036, -0.82768, -1.50703)  0.32
H (0.13882, -2.61143, -0.62201)  0.52
H (-0.20310, -2.06291, 0.95378)  0.40
H (-1.44717, -2.55303, -0.13097)  0.39
H (0.18922, 1.24907, -1.30542)  0.56
H (1.73553, -1.12416, -0.40434)  0.37
H (2.43906, 0.49026, -0.64931)  0.37
H (1.70979, -0.38808, -1.87917)  0.37
H (2.32428, 0.81823, 1.54931)  0.15
H (1.20389, 1.47050, 2.73570)  0.32
H (-1.54512, 1.46940, 0.36754)  0.12
H (-1.31410, 1.94740, 2.02420)  0.28

Values from the calculation:
Net charge   +2
LUMO energy   -0.296 hartree
Highest occupied orbital energy   -0.6569 Eh
Structure (SMILES)   C=C(C)[C@H]([NH3+])C(N)=[NH2+]
E_tot   -9847.4593 eV
Molar mass   115.18 g/mol
ΔE to the lowest compared entry with this formula, charge and spin   21.8 kcal per mole

---

No. 4
Here is a gas-phase ion, C21H30N3O3 (charge +1) from the Open Molecules 2025 dataset. Energies are from ωB97M-V with the def2-TZVPD basis set.

Each line ends with the Mulliken charge.
Geometry (Å):
C (-0.62526, -4.93641, -0.97084)  -1.05
C (-0.64938, -3.65291, -1.78898)  -0.33
O (-1.45171, -2.63885, -1.19218)  -0.46
C (-1.16774, -2.11108, 0.01473)  0.16
C (-2.22624, -1.42444, 0.60415)  -0.11
C (-2.09801, -0.78313, 1.82429)  0.66
C (-3.15768, 0.17149, 2.28336)  -1.42
N (-2.58432, 1.56594, 2.30205)  -0.12
C (-1.78573, 1.94118, 1.09127)  -1.03
C (-2.55685, 1.74188, -0.18308)  0.83
C (-1.97886, 1.05434, -1.24670)  -0.08
C (-2.71445, 0.87949, -2.40573)  -0.85
C (-4.00630, 1.38928, -2.45177)  -0.36
N (-4.55556, 2.04907, -1.44814)  -0.60
C (-3.84872, 2.23025, -0.35038)  -0.59
C (-0.91666, -0.92039, 2.54235)  -0.67
C (0.15371, -1.57041, 1.96355)  -0.65
C (0.08081, -2.08116, 0.67159)  0.25
O (1.18410, -2.54776, 0.01214)  -0.34
C (2.39545, -1.85935, 0.20253)  -1.20
C (2.25580, -0.34135, -0.03091)  0.74
O (1.17022, 0.21272, -0.06307)  -0.30
N (3.43697, 0.27102, -0.16229)  -0.16
C (3.64018, 1.71003, -0.39165)  1.43
C (2.97388, 2.10986, -1.70947)  -1.44
C (3.03563, 2.49322, 0.77573)  -1.28
C (5.14639, 1.94398, -0.46385)  -1.89
H (-0.10873, -5.71038, -1.53045)  0.38
H (-1.63986, -5.26909, -0.76476)  0.33
H (-0.10585, -4.78377, -0.02842)  0.26
H (0.36554, -3.29160, -1.97035)  0.20
H (-1.14227, -3.82681, -2.74904)  0.41
H (-3.14890, -1.37613, 0.04771)  0.47
H (-3.51187, -0.05058, 3.29254)  0.55
H (-4.00130, 0.15531, 1.59304)  0.45
H (-1.96537, 1.64171, 3.11554)  0.42
H (-3.35295, 2.23619, 2.41059)  0.39
H (-1.49621, 2.99029, 1.20343)  0.57
H (-0.88363, 1.32497, 1.05596)  0.19
H (-0.97425, 0.66960, -1.15480)  0.78
H (-2.30050, 0.35176, -3.24887)  0.47
H (-4.63008, 1.26914, -3.32607)  0.41
H (-4.35260, 2.79820, 0.42503)  0.32
H (-0.81262, -0.50135, 3.53279)  0.44
H (1.08660, -1.62427, 2.50142)  0.52
H (2.81333, -2.02743, 1.20513)  0.30
H (3.07936, -2.29088, -0.53280)  0.53
H (4.27431, -0.28992, -0.13566)  0.34
H (1.90804, 1.90382, -1.66847)  0.15
H (3.40606, 1.55232, -2.53681)  0.37
H (3.11838, 3.17037, -1.89225)  0.46
H (3.19363, 3.55725, 0.62842)  0.46
H (3.50166, 2.19740, 1.71291)  0.37
H (1.96812, 2.30103, 0.83575)  0.00
H (5.62830, 1.64995, 0.46623)  0.45
H (5.58503, 1.37901, -1.28341)  0.47
H (5.34895, 2.99736, -0.63301)  0.43

Values from the calculation:
Net charge   +1
LUMO energy   -0.103 hartree
Highest occupied orbital energy   -0.4026 Eh
Structure (SMILES)   CCOc1cc(C[NH2+]Cc2cccnc2)ccc1OCC(=O)NC(C)(C)C
E_tot   -32870.6597 eV
Molar mass   372.49 g/mol
ΔE to the lowest compared entry with this formula, charge and spin   0.9 kcal per mole

---

No. 5
Here is a gas-phase ion, C3S3 (charge -2) in a non-equilibrium geometry from the Open Molecules 2025 dataset. Energies are from ωB97M-V with the def2-TZVPD basis set.

Each line ends with the Mulliken charge.
Geometry (Å):
C (-0.12138, 1.06107, -0.12169)  -0.70
C (-0.06090, -1.02536, 0.11385)  -0.59
C (0.76116, 0.05423, -0.07873)  0.95
S (-1.58436, 1.74576, 0.05237)  -0.43
S (-1.49221, -1.74949, -0.00428)  -0.43
S (2.49769, -0.08620, 0.03848)  -0.80

Values from the calculation:
Net charge   -2
LUMO energy (alpha / beta)   0.211 / 0.211 hartree
Highest occupied orbital energy (alpha / beta)   0.0630 / 0.0613 Eh
E_tot   -35612.8469 eV
Molar mass   132.23 g/mol
ΔE to the lowest compared entry with this formula, charge and spin   63.0 kcal per mole

---

No. 6
Here is a molecular structure, C32H29Cl3InN6O2S2 from the Open Molecules 2025 dataset. Energies are from ωB97M-V with the def2-TZVPD basis set.

Each line ends with the Mulliken charge.
Geometry (Å):
In (0.73659, 2.12352, -0.08252)  0.90
N (4.51791, 1.27048, 2.49871)  -0.50
C (3.29223, 1.34784, 1.86064)  0.66
S (3.33734, 1.77231, 0.18565)  -0.46
N (2.27098, 1.06885, 2.61270)  -1.26
N (1.04292, 1.06156, 1.97629)  0.64
C (0.08998, 0.65988, 2.73779)  -0.85
C (-1.30616, 0.48368, 2.40012)  1.17
C (-2.16354, 0.09870, 3.44096)  -0.69
C (-3.50583, -0.13452, 3.23700)  -0.86
C (-4.01884, 0.02522, 1.94502)  -0.48
C (-3.20473, 0.39508, 0.89991)  -0.53
C (-1.81814, 0.62636, 1.08076)  -0.18
O (-1.07272, 0.89412, 0.05886)  -0.38
H (5.23357, 1.84409, 2.08412)  0.24
H (4.44849, 1.33095, 3.50397)  0.25
H (0.37101, 0.40331, 3.76055)  0.31
H (-1.74013, -0.01658, 4.43382)  0.37
H (-4.14782, -0.42831, 4.05652)  0.41
H (-5.07311, -0.14712, 1.76007)  0.41
H (-3.59792, 0.51459, -0.10229)  0.43
C (0.76124, 6.64816, 0.84166)  -1.35
C (-0.19162, 6.31579, -0.26748)  1.10
C (-1.00120, 7.28494, -0.82252)  -0.68
C (-1.89332, 7.00132, -1.85717)  -0.83
C (-1.93897, 5.69660, -2.32568)  -0.65
C (-1.14375, 4.68830, -1.79798)  1.21
C (-1.22710, 3.30954, -2.37520)  -0.57
C (-0.22956, 4.95071, -0.72600)  -0.31
N (0.62347, 4.09786, -0.13934)  -0.61
H (0.72670, 7.71455, 1.08006)  0.38
H (1.78187, 6.36624, 0.57110)  0.25
H (0.52905, 6.07037, 1.74110)  0.17
H (-0.93443, 8.29877, -0.43461)  0.27
H (-2.52515, 7.77184, -2.28179)  0.33
H (-2.61763, 5.44474, -3.13758)  0.28
H (-1.90696, 3.28923, -3.23087)  0.31
H (-1.58811, 2.57447, -1.64539)  -0.04
H (-0.24181, 2.97085, -2.72192)  0.17
Cl (-4.08971, -3.67558, -0.14384)  -0.24
C (-2.40808, -3.65883, -0.57951)  -0.23
C (-1.56901, -2.70005, -0.03442)  -0.95
C (-0.22984, -2.71599, -0.37602)  1.02
C (0.29336, -3.67491, -1.24251)  -0.22
C (1.77094, -3.67291, -1.57866)  -0.83
C (2.07812, -2.75980, -2.77006)  -1.52
N (1.45766, -1.45798, -2.65510)  0.31
C (0.22555, -1.10630, -3.16668)  -0.82
C (-0.08294, 0.09560, -2.61848)  -0.40
N (0.93110, 0.47899, -1.77081)  0.01
C (1.83286, -0.47551, -1.80861)  -0.18
O (2.57805, -3.23022, -0.50637)  -0.23
C (2.82226, -4.21209, 0.49908)  -1.39
C (1.66607, -4.44396, 1.42578)  0.33
C (1.30757, -3.56864, 2.40577)  0.82
Cl (2.08501, -2.09132, 2.77246)  -0.09
S (-0.13459, -4.02529, 3.20959)  -0.19
C (-0.26193, -5.44293, 2.25404)  -0.56
C (0.75094, -5.53526, 1.35375)  -0.68
C (-0.58969, -4.59498, -1.78715)  0.40
Cl (-0.02386, -5.80649, -2.91788)  -0.26
C (-1.93807, -4.60813, -1.46723)  -0.62
H (-1.95964, -1.94948, 0.63946)  0.25
H (0.43049, -1.97013, 0.05178)  0.94
H (2.07787, -4.68591, -1.86495)  1.00
H (1.71891, -3.22642, -3.68732)  0.36
H (3.15923, -2.63972, -2.83748)  0.45
H (-0.30304, -1.74162, -3.85613)  0.42
H (-0.96093, 0.70042, -2.75127)  0.50
H (2.74316, -0.48869, -1.23000)  0.34
H (3.67922, -3.83464, 1.05554)  0.51
H (3.10731, -5.15747, 0.02148)  0.36
H (-1.08427, -6.12386, 2.40098)  0.47
H (0.84496, -6.34296, 0.63974)  0.41
H (-2.59983, -5.34522, -1.89795)  0.48

Values from the calculation:
Net charge   -1
LUMO energy   0.067 hartree
Highest occupied orbital energy   -0.0965 Eh
E_tot   -111104.3637 eV
Molar mass   814.93 g/mol
ΔE to the lowest compared entry with this formula, charge and spin   0.0 kcal per mole

---

> Among the records above, which one has the highest molar mass?

C32H29Cl3InN6O2S2

---

> Among the records above, which one has the lowest E_tot?

C31H32N2P2S2TeZn

---

> molar mass of number 2 (C11H11N)?

157.22 g/mol